P:
Density functional theory data (ωB97M-V/def2-TZVPD) for a single C3H4OS molecule.

The geometry in XYZ format:
```
9
Properties=species:S:1:pos:R:3:nbo_charge:R:1
C 0.3196 -0.1537 -0.1468 -0.077
C 1.5799 -0.1904 0.1073 -0.385
C -0.8782 0.1319 -0.7375 -0.655
O -1.8548 0.4005 1.8192 -0.926
S -1.3564 -0.6223 0.8489 1.070
H 2.0472 -0.6789 0.9778 0.224
H 2.3776 0.3336 -0.4227 0.213
H -1.2131 1.2417 -0.7421 0.277
H -1.0219 -0.4624 -1.7041 0.259
```

Computed properties:
HOMO-LUMO gap, eV: 9.43
LUMO, eV: 0.649
2S+1: 1

Q:
Density functional theory data (ωB97M-V/def2-TZVPD) for 2 unconnected molecules or ions with the total composition C3H4OS.

The geometry in XYZ format:
```
9
Properties=species:S:1:pos:R:3:nbo_charge:R:1
C 0.8281 0.5234 -0.1858 0.516
C 0.5497 -0.8594 -0.6313 -0.557
C -0.4659 0.0433 -0.0389 -0.252
O 1.5260 1.4042 0.0330 -0.482
S -2.1435 0.5255 -0.0349 0.128
H 0.5415 -1.2508 -1.7207 0.238
H 0.8689 -1.7479 -0.1645 0.245
H 0.0802 -0.1062 1.9396 0.021
H -1.7850 1.4679 0.8034 0.144
```

Computed properties:
HOMO-LUMO gap (spin up / spin down), eV: 7.89 / 7.65
LUMO (spin up / spin down), eV: -1.285 / -0.891
2S+1: 1

Stability summary: most stable P, least stable Q.

P:
Density functional theory data (ωB97M-V/def2-TZVPD) for a single C2H5N3S molecule.

The geometry in XYZ format:
```
11
Properties=species:S:1:pos:R:3:nbo_charge:R:1
S 3.6135 -0.1472 0.0590 0.016
N 2.0974 0.1713 -0.0688 -0.064
N 1.5042 1.2978 0.0580 -0.212
C 0.0671 1.1236 0.0112 -0.277
C -0.0314 -0.4537 0.2974 -0.255
N 1.1854 -0.8701 -0.2375 -0.441
H -0.3065 1.4499 -0.9950 0.220
H -0.4336 1.6161 0.9301 0.225
H -0.0506 -0.5781 1.4295 0.174
H -0.8721 -0.9778 -0.1579 0.223
H 1.5514 -1.7136 0.2716 0.392
```

Computed properties:
SMILES: [S-][N+]1=NCCN1
HOMO-LUMO gap (spin up / spin down), eV: 8.73 / 8.73
LUMO (spin up / spin down), eV: 0.039 / 0.038
2S+1: 1

Q:
Density functional theory data (ωB97M-V/def2-TZVPD) for 2 unconnected molecules or ions with the total composition C2H5N3S.

The geometry in XYZ format:
```
11
Properties=species:S:1:pos:R:3:nbo_charge:R:1
C 0.2637 -0.8124 0.0514 0.259
C 0.1828 1.4842 -0.5084 0.300
H -2.4516 -1.2015 0.9326 0.164
H 1.2229 -0.3042 0.1855 0.142
H 1.0017 -2.4444 0.5284 0.346
H -0.5893 2.2025 -1.1017 0.198
H 1.8252 1.1937 0.6690 0.375
N -0.5461 0.2512 -0.2073 -0.609
N 0.0502 -2.1200 0.0914 -0.669
N 1.2482 1.7950 0.0361 -0.654
S -2.2077 -0.0441 -0.6770 0.148
```

Computed properties:
HOMO-LUMO gap, eV: 7.83
LUMO, eV: -1.170
2S+1: 1

Stability summary: most stable P, least stable Q.

P:
Density functional theory data (ωB97M-V/def2-TZVPD) for 4 unconnected molecules or ions with the total composition C2H11NO5.

The geometry in XYZ format:
```
19
Properties=species:S:1:pos:R:3:nbo_charge:R:1
O -0.0658 -1.3806 0.4722 -0.476
C 0.4825 -1.0247 -0.5497 0.789
O 1.8910 -1.3121 -0.7188 -0.689
C 0.1558 -0.4445 -1.8685 -0.401
N -1.2530 -0.1413 -2.0132 -0.186
H 2.0859 -2.1285 -0.4179 0.504
H 0.6200 0.4720 -2.1902 0.314
H 0.3135 -1.2277 -2.7380 0.309
H -1.4820 0.6579 -1.5784 0.393
H -1.8361 -0.9739 -1.7235 0.417
H 0.1923 2.0196 0.4609 0.492
H 1.4755 1.5740 0.2107 0.497
O 0.6487 1.5912 -0.2398 -0.969
H -2.0109 1.6537 1.7850 0.474
H -2.1890 0.1243 1.5816 0.472
O -1.8240 0.8099 2.0726 -0.941
H 1.3337 -0.1822 1.8704 0.441
H 0.2924 -0.1217 2.8166 0.468
O 1.1694 0.0348 2.7678 -0.906
```

Computed properties:
HOMO-LUMO gap (spin up / spin down), eV: 10.22 / 4.40
LUMO (spin up / spin down), eV: -3.976 / -9.789
Total charge: +1
Expectation value of S²: 0.7544
2S+1: 2

Q:
Density functional theory data (ωB97M-V/def2-TZVPD) for 4 unconnected molecules or ions with the total composition C2H11NO5.

The geometry in XYZ format:
```
19
Properties=species:S:1:pos:R:3:nbo_charge:R:1
O 1.2472 -0.3773 -0.6662 -0.490
C 0.2379 -0.9468 -0.8650 0.805
O -0.2801 -1.0423 -2.1376 -0.693
C -0.7233 -1.7958 -0.0800 -0.393
N -0.3377 -1.8906 1.3173 -0.212
H 0.4525 -1.1849 -2.7905 0.530
H -1.7655 -1.5006 -0.0419 0.309
H -0.6948 -2.8496 -0.4145 0.289
H -0.6103 -1.0783 1.8903 0.421
H 0.6334 -2.1789 1.4545 0.411
H -1.2689 1.5360 0.6611 0.499
H -1.7075 1.2330 -0.6978 0.503
O -1.5648 0.7561 0.1468 -0.987
H 0.5755 2.0417 2.3238 0.485
H 1.7142 0.9990 1.7839 0.479
O 1.2902 1.8649 1.6888 -0.958
H 0.4706 1.6203 -1.5477 0.445
H 1.4601 2.3058 -0.6264 0.486
O 0.8713 2.4884 -1.3988 -0.929
```

Computed properties:
HOMO-LUMO gap (spin up / spin down), eV: 10.13 / 4.62
LUMO (spin up / spin down), eV: -3.909 / -9.422
Total charge: +1
Expectation value of S²: 0.7544
2S+1: 2

Stability summary: most stable Q, least stable P.

P:
Density functional theory data (ωB97M-V/def2-TZVPD) for a single C3H6ClN3 molecule.

The geometry in XYZ format:
```
13
Properties=species:S:1:pos:R:3:nbo_charge:R:1
N -0.7500 -2.0218 0.9402 -0.816
C -0.9132 -1.2199 -0.1845 -0.028
C -0.5087 0.0732 -0.2623 -0.101
Cl -0.6549 1.0808 -1.8995 -0.113
C 0.1765 0.9616 0.7241 -0.072
N 1.2262 0.7402 1.4541 -0.211
N 1.8943 -0.3903 1.3701 -0.635
H 0.0394 -1.8869 1.6364 0.409
H -0.7968 -2.9949 0.7994 0.383
H -1.2896 -1.5711 -1.1890 0.237
H -0.4980 1.8209 1.0370 0.208
H 2.9353 -0.1949 1.5737 0.386
H 1.6234 -0.7335 0.4191 0.352
```

Computed properties:
SMILES: N/C=C(Cl)\C=N/N
HOMO-LUMO gap, eV: 9.34
LUMO, eV: 0.696
2S+1: 1

Q:
Density functional theory data (ωB97M-V/def2-TZVPD) for a single C3H6ClN3 molecule.

The geometry in XYZ format:
```
13
Properties=species:S:1:pos:R:3:nbo_charge:R:1
Cl -2.9979 -0.3403 0.0038 0.064
N -1.6756 0.7943 0.2803 -0.588
C -0.5188 0.0945 -0.3777 -0.142
C -0.1102 -1.3242 -0.0481 -0.017
N 1.1119 -1.5152 0.1538 -0.190
N 1.7788 -0.2871 0.1491 -0.475
C 0.8190 0.8199 -0.0103 -0.259
H -1.5613 1.0687 1.3257 0.388
H -0.7627 0.1475 -1.5073 0.219
H -0.8539 -2.0616 0.1799 0.209
H 2.6428 -0.2843 -0.3370 0.377
H 1.3078 1.5132 -0.7775 0.215
H 0.8201 1.3745 0.9653 0.199
```

Computed properties:
SMILES: ClN[C@@H]1C=NNC1
HOMO-LUMO gap, eV: 9.32
LUMO, eV: 0.665
2S+1: 1

Stability summary: most stable P, least stable Q.